The following is a quantum chemistry calculation of a 2-piece molecular cluster, CH2BrNO3 overall, from OMol25.

relative energy (zero: lowest compared OMol25 entry of this formula, charge and spin) = 0.6894 eV
LUMO = -1.153 eV
HOMO = -0.4102 Ha
largest force on an atom = 0.0382 Eh/bohr
total energy = -78740.559 eV
charge = 0

CARTESIAN COORDINATES (ANGSTROEM)
H: 0.364 0.597 0.812
O: 0.327 0.234 -1.311
C: 0.103 0.712 -0.250
O: -1.466 1.524 1.227
Br: 2.219 -3.225 -0.236
O: -1.621 2.276 -0.851
N: -1.151 1.622 0.035
H: 1.225 -3.740 0.574

=====

The following is a quantum chemistry calculation of a 4-piece molecular cluster, C20H16F32O4 overall, from OMol25.

relative energy (zero: lowest compared OMol25 entry of this formula, charge and spin) = 0.7300 eV
LUMO = 0.545 eV
HOMO = -0.4293 Ha
largest force on an atom = 0.0639 Eh/bohr
total energy = -116148.582 eV
charge = 0

CARTESIAN COORDINATES (ANGSTROEM)
C: -5.688 -0.923 1.726
C: 3.116 0.044 -0.120
O: 2.898 -0.520 2.160
F: 3.310 -3.969 -7.982
F: -4.250 4.813 1.140
C: -2.272 -1.358 0.369
F: 0.643 -3.212 -8.244
H: 3.052 -2.072 -8.475
F: -6.366 -1.216 2.851
F: 0.099 1.149 -6.006
F: 1.796 0.297 -0.119
H: -2.842 3.292 4.645
C: 3.438 -1.418 4.821
F: 1.181 -3.485 -6.177
C: 3.707 0.229 1.266
F: -3.323 5.383 3.088
F: 2.158 0.300 -3.200
O: -1.525 2.344 3.350
F: 3.642 -2.344 -6.595
F: -0.460 -1.237 -0.978
H: -0.663 0.864 0.425
F: -3.888 -2.482 2.124
F: 2.547 1.848 -4.756
H: 1.011 1.769 -3.605
C: -0.721 1.447 4.025
H: -5.941 0.101 1.447
F: 4.991 -0.101 1.351
H: 3.816 -1.847 5.756
F: -2.466 -0.720 -1.886
H: -1.553 -1.418 1.185
H: 3.900 -2.272 1.543
H: -2.473 4.252 1.683
C: -1.218 0.818 -0.519
H: -2.356 -2.389 0.012
C: 0.867 -1.268 -6.968
H: 1.427 1.110 4.099
H: -0.198 -1.353 -6.734
F: -0.268 -0.370 -4.593
F: -0.396 1.267 -1.496
C: 1.387 -2.683 -7.247
H: 2.347 -2.458 2.331
H: -3.246 1.699 4.363
C: 4.069 -2.109 3.634
C: -2.848 2.564 3.829
H: 3.597 0.690 -0.866
O: -3.566 -0.814 0.607
F: 0.923 1.692 2.375
F: 3.290 -1.211 -0.604
F: -3.599 -0.471 2.768
F: -2.212 1.729 -0.351
C: 0.743 1.874 3.714
C: -3.439 4.423 2.175
F: -1.032 0.191 3.616
C: 3.277 -1.894 2.354
F: 5.343 -1.698 3.480
C: 0.755 0.295 -5.195
H: 0.876 -0.556 -7.796
F: 4.076 -3.454 3.815
F: -5.138 3.045 3.079
O: 1.501 -0.669 -5.852
F: 1.133 3.082 4.098
F: -6.297 -1.630 0.721
F: 2.087 -1.594 4.880
C: 1.617 1.071 -4.196
C: -3.813 3.044 2.716
F: -3.732 2.139 1.730
F: 3.604 -0.070 4.855
F: 3.501 1.486 1.661
C: -4.168 -1.210 1.788
C: -1.671 -0.621 -0.814
C: 2.864 -2.732 -7.623
F: -0.960 1.500 5.344